# 1
C2H9N2S | ωB97M-V/def2-TZVPD

Orbital gap (Eh): 0.38818
Total charge: +1

Each line ends with the natural charge from an NBO analysis.
CARTESIAN COORDINATES (ANGSTROEM)
C: 1.26157 1.06991 -0.18750  -0.668
C: 0.27723 0.00041 0.09778  0.232
N: 0.06588 -1.08503 -0.90378  -0.781
N: -1.07204 0.65013 0.33928  -0.757
S: -1.47630 -1.93380 -0.70646  0.248
H: 1.01611 1.44336 -1.21196  0.243
H: 2.18739 0.70138 -0.21982  0.252
H: 1.12454 1.81553 0.67837  0.238
H: 0.49306 -0.67959 1.56579  0.108
H: 0.95263 -1.65137 -0.92448  0.423
H: -1.73438 -0.11723 0.23280  0.436
H: -1.16336 1.39515 -0.40857  0.445
H: -0.89608 0.97464 1.28875  0.459
H: -1.03625 -2.58349 0.35981  0.122

=====

# 2
C2H9N3 | ωB97M-V/def2-TZVPD

Orbital gap (Eh): 0.38698
Total charge: 0

Each line ends with the natural charge from an NBO analysis.
CARTESIAN COORDINATES (ANGSTROEM)
C: -3.71100 2.25542 0.42112  -0.073
N: -2.81741 2.12013 -0.48685  -0.588
H: -4.02671 1.32029 0.99156  0.178
H: -4.25144 3.20358 0.35084  0.158
H: -2.50942 2.99682 -0.80956  0.325
N: 1.14150 -0.35205 0.50175  -0.837
C: 1.47663 -1.59566 -0.23916  -0.053
N: 2.93194 -2.07188 -0.13091  -0.862
H: 1.75254 0.46455 0.15328  0.344
H: 1.40516 -0.34954 1.54116  0.362
H: 1.20433 -1.44519 -1.32452  0.163
H: 0.77925 -2.39197 0.16813  0.181
H: 3.56230 -1.27944 -0.47445  0.348
H: 3.06232 -2.87506 -0.66239  0.353

=====

# 3
C2H9N3O | ωB97M-V/def2-TZVPD

2S+1: 2
<S²>: 0.751
Orbital gap (alpha / beta) (Eh): 0.06891 / 0.34949
Total charge: -1

Each line ends with the natural charge from an NBO analysis.
CARTESIAN COORDINATES (ANGSTROEM)
N: 0.95890 -0.29944 1.52570  -0.868
C: 1.81794 0.24518 0.74383  0.240
N: 1.75597 1.57135 0.48330  -1.005
H: -0.96291 -0.51821 0.88267  0.483
H: 1.19283 -1.26776 1.76773  0.251
H: 2.63244 -0.23622 0.19267  0.111
H: 2.66751 1.88443 0.13497  0.267
H: 0.96790 2.01778 0.92033  0.372
N: -0.95067 -0.40608 -1.92250  -0.906
C: -1.83109 -0.92429 -0.85111  -0.065
O: -1.67846 -0.15661 0.31487  -0.825
H: -1.30580 0.38608 -2.42751  0.354
H: 0.04610 -0.50953 -1.86047  0.367
H: -2.85579 -0.79524 -1.21087  0.147
H: -1.43810 -1.92942 -0.61595  0.076

=====

# 4
C2H9N3O | ωB97M-V/def2-TZVPD

Orbital gap (Eh): 0.35338
Total charge: 0

Each line ends with the natural charge from an NBO analysis.
CARTESIAN COORDINATES (ANGSTROEM)
C: 0.69772 -0.18589 -0.29512  0.292
C: -1.28137 -0.12498 1.24935  -0.432
N: -0.66801 -0.04779 -0.07719  -0.140
N: 1.01977 1.15866 0.66454  -0.943
N: 1.11333 0.14146 -1.56694  -0.852
O: -1.11108 -1.53995 -0.80568  -0.727
H: -0.89974 -1.48727 -1.75015  0.456
H: 1.22098 -1.02115 0.16173  0.183
H: 0.94567 1.17064 1.67745  0.364
H: 0.90555 2.05612 0.20258  0.372
H: 1.97560 -0.22589 -1.94074  0.397
H: 0.44786 0.53935 -2.21609  0.396
H: -2.18540 -0.72556 1.15881  0.238
H: -0.62151 -0.59406 1.98452  0.179
H: -1.55940 0.88632 1.55292  0.219

=====

# 5
C2H9N3O | ωB97M-V/def2-TZVPD

Orbital gap (alpha / beta) (Eh): 0.35202 / 0.28387
Total charge: +2

Each line ends with the natural charge from an NBO analysis.
CARTESIAN COORDINATES (ANGSTROEM)
C: 0.10104 0.86949 0.10814  0.463
C: 1.37074 0.16928 -0.15331  -0.388
N: -0.28465 2.05504 0.07515  -0.645
N: -1.77486 -0.80179 0.44352  -0.186
N: 1.29139 -1.29960 0.03150  -0.708
O: -2.92237 -0.40886 -0.16290  -0.413
H: 1.70581 0.30695 -1.25929  0.318
H: 2.22220 0.45879 0.33107  0.282
H: 0.39013 2.80043 0.18334  0.452
H: -1.33050 2.29844 -0.01535  0.484
H: -1.80506 -0.75280 1.40441  0.356
H: 0.30389 -1.53788 -0.25913  0.491
H: 1.67189 -1.70251 0.93657  0.479
H: 2.04149 -1.84030 -0.48414  0.479
H: -2.98113 -0.61469 -1.17958  0.535

=====

# 6
C2H9N3O | ωB97M-V/def2-TZVPD

2S+1: 3
<S²>: 2.006
Orbital gap (alpha / beta) (Eh): 0.25645 / 0.33285
Total charge: +2

Each line ends with the natural charge from an NBO analysis.
CARTESIAN COORDINATES (ANGSTROEM)
C: 0.53737 0.33784 -0.09110  0.210
C: -0.84358 0.19813 -0.11726  0.364
N: 1.28024 1.43839 0.16301  -0.737
N: 1.53833 -0.82255 -0.12119  -0.744
N: -1.61747 -1.07090 0.14661  -0.740
O: -1.77962 1.12986 -0.06516  -0.568
H: 0.80734 2.16486 0.76128  0.435
H: 1.79298 1.87914 -0.57865  0.432
H: 1.98798 -1.26471 0.77575  0.474
H: 2.34968 -0.32384 -0.59566  0.481
H: 1.17885 -1.59049 -0.74446  0.451
H: -2.30694 -0.82140 0.95444  0.471
H: -2.36333 -1.35808 -0.50827  0.489
H: -1.00154 -1.78096 0.58586  0.452
H: -1.56029 1.88472 -0.56522  0.530

=====

# 7
C2H9N3O2 | ωB97M-V/def2-TZVPD

Orbital gap (Eh): 0.35273
Total charge: 0

Each line ends with the natural charge from an NBO analysis.
CARTESIAN COORDINATES (ANGSTROEM)
N: 0.39047 1.00137 -1.75235  -0.823
C: -0.61809 0.92478 -0.71611  -0.284
C: -0.32098 -0.23357 0.46370  0.610
N: -1.50447 -0.86955 0.93879  -0.860
O: 0.34260 0.40640 1.49796  -0.719
O: 0.48648 -1.20309 -0.15305  -0.426
N: 1.79960 -1.36659 0.34261  -0.488
H: 1.26946 1.34732 -1.38200  0.348
H: 0.55944 0.07925 -2.13890  0.374
H: -0.79410 1.93038 -0.30894  0.175
H: -1.55922 0.62929 -1.19060  0.191
H: -1.77374 -1.64834 0.35434  0.381
H: -2.27108 -0.22362 1.06759  0.363
H: 0.04502 1.35118 1.30658  0.482
H: 2.23286 -0.44484 0.35904  0.335
H: 1.71573 -1.68036 1.31132  0.341

=====

# 8
C2H9N4 | ωB97M-V/def2-TZVPD

Orbital gap (Eh): 0.39614
Total charge: +1

Each line ends with the natural charge from an NBO analysis.
CARTESIAN COORDINATES (ANGSTROEM)
C: 1.73762 -0.62905 0.01805  0.348
C: -2.67667 -0.14061 -0.29475  0.054
N: 2.84361 0.00140 -0.34677  -0.751
N: 0.67150 -0.07976 0.58179  -0.384
N: -1.67808 -0.90045 -0.33024  -0.666
N: 0.25781 1.28083 0.77152  -0.660
H: 1.61052 -1.75969 -0.02617  0.237
H: -2.46539 0.92006 -0.10179  0.155
H: -3.65256 -0.40946 -0.47647  0.184
H: 2.82780 0.98244 -0.67830  0.457
H: 3.46784 -0.72421 -0.48351  0.424
H: -0.32006 -0.58878 0.61337  0.453
H: -1.86812 -1.89904 -0.38962  0.375
H: 0.67424 1.75824 1.64148  0.398
H: -0.79289 1.26653 0.90938  0.377